1.
3 unconnected molecules or ions with the total composition C24H50N3O10P2 at a distorted geometry. Source: the OMol25 dataset; level of theory: ωB97M-V with the def2-TZVPD basis set.

Properties
ΔE to the lowest compared entry with this formula, charge and spin in kcal per mole: 0.0
2S+1: 2
HOMO-LUMO gap (spin up / spin down) in eV: 9.3 / 9.7

Each line ends with the Mulliken charge.
CARTESIAN COORDINATES (ANGSTROEM)
P  4.93  0.44  3.45  1.03
P  -1.84  2.06  1.45  0.78
O  4.75  0.95  4.96  -0.30
O  -0.47  -1.61  -3.68  -0.63
O  6.45  -0.10  3.69  -0.39
O  -1.62  3.29  0.41  -0.27
O  -1.78  2.86  2.84  -0.36
O  4.43  -0.48  2.42  -0.81
O  -0.31  1.50  1.58  -0.19
O  5.23  1.86  2.71  -0.22
O  -4.67  -4.66  -4.81  -0.54
O  -2.51  0.98  0.70  -0.62
N  -6.59  -3.85  -6.06  -0.52
N  -1.45  -2.35  -4.05  0.57
N  -5.51  -1.37  -1.60  -0.67
C  -0.55  -4.54  -3.57  -1.87
C  3.10  3.02  3.11  -0.45
C  -4.90  -2.47  -1.72  -0.14
C  -2.31  -0.72  -5.61  -1.98
C  -2.82  -0.37  -3.26  -1.56
C  -0.05  0.09  1.49  -0.47
C  6.19  2.93  5.41  -0.97
C  6.80  -1.46  3.38  -0.33
C  -3.63  4.63  0.84  -0.96
C  4.14  2.55  2.10  -0.42
C  -1.62  -3.49  -3.14  2.07
C  -2.98  -4.24  -3.17  -2.43
C  -2.77  3.91  -0.18  -0.18
C  -1.25  -3.18  -1.67  -1.66
C  -5.69  -4.29  -5.50  0.56
C  5.81  1.51  5.76  -0.16
C  -2.64  -1.49  -4.30  1.83
C  -3.94  -2.26  -4.61  -2.09
C  0.50  -0.27  0.13  -0.83
C  -0.23  4.80  2.65  -1.12
C  7.56  -1.52  2.06  -1.13
C  -5.30  -3.40  -2.84  -1.52
C  -0.59  3.50  3.33  0.04
C  -4.18  -3.60  -3.89  2.24
H  -2.88  -0.72  -2.24  0.05
H  7.44  -1.82  4.19  0.34
H  3.68  1.91  1.34  0.19
H  -4.08  -2.71  -1.04  0.52
H  0.53  5.32  3.24  0.46
H  -4.08  3.92  1.55  0.28
H  2.61  2.17  3.59  0.26
H  -5.45  -4.38  -2.39  0.52
H  6.68  0.86  5.77  0.25
H  -0.09  0.18  -0.67  0.23
H  6.80  3.35  6.21  0.42
H  3.55  3.62  3.89  0.09
H  -1.52  -4.00  -1.01  0.29
H  -5.14  -0.84  -0.81  0.34
H  5.92  -2.09  3.35  0.35
H  -2.82  -5.22  -3.61  0.38
H  7.65  -2.56  1.73  0.36
H  -1.59  0.06  -5.42  0.38
H  0.45  -4.17  -3.39  0.40
H  0.19  4.63  1.66  0.27
H  -4.76  -1.60  -4.34  0.46
H  7.05  -0.95  1.29  0.28
H  -3.26  -4.46  -2.14  0.44
H  -0.75  -5.44  -3.00  0.43
H  8.56  -1.11  2.18  0.32
H  -0.94  -0.48  1.72  0.36
H  -3.05  5.34  1.42  0.15
H  0.25  2.81  3.34  0.06
H  -1.59  -2.20  -1.34  0.24
H  5.41  1.50  6.78  0.35
H  4.57  3.41  1.59  0.34
H  -0.16  -3.13  -1.65  0.53
H  -4.45  5.15  0.35  0.43
H  -3.22  -0.26  -6.00  0.43
H  0.69  -0.15  2.26  0.32
H  5.30  3.56  5.28  0.15
H  -6.21  -2.99  -3.27  0.53
H  -1.91  -1.39  -6.37  0.47
H  -0.80  3.72  4.38  0.33
H  -2.39  4.62  -0.91  0.33
H  -0.71  -4.75  -4.63  0.46
H  -3.35  3.16  -0.72  0.16
H  -1.10  5.45  2.54  0.25
H  0.51  -1.35  -0.01  0.26
H  -2.06  0.39  -3.41  0.40
H  -3.77  0.12  -3.51  0.42
H  2.33  3.61  2.61  0.21
H  -4.01  -2.36  -5.69  0.64
H  6.77  2.98  4.49  0.27
H  1.52  0.11  0.01  0.27


2.
9 unconnected molecules or ions with the total composition C24H50N3O33S8 at a distorted geometry. Source: the OMol25 dataset; level of theory: ωB97M-V with the def2-TZVPD basis set.

Properties
HOMO-LUMO gap in eV: 9.2
Total charge: +1

Each line ends with the Mulliken charge.
CARTESIAN COORDINATES (ANGSTROEM)
S  -3.82  -4.06  -3.54  0.99
S  2.83  3.25  2.58  1.04
S  5.72  -4.35  -6.81  1.08
S  -2.79  4.37  4.40  0.99
S  4.48  1.62  -3.46  1.06
S  0.69  6.77  -1.16  1.04
S  -9.36  4.38  2.78  1.11
S  -5.11  -1.24  6.66  1.10
O  -3.96  4.91  3.82  -0.48
O  0.98  7.06  0.19  -0.50
O  -9.68  3.13  2.18  -0.54
O  -2.74  -3.30  -3.01  -0.43
O  0.94  5.20  -1.39  -0.24
O  3.28  4.66  3.15  -0.37
O  4.81  2.85  -4.06  -0.62
O  2.84  2.29  3.63  -0.60
O  -1.75  5.20  4.89  -0.55
O  -4.22  -5.16  -2.45  -0.31
O  5.13  -5.74  -6.27  -0.35
O  -0.55  7.14  -1.74  -0.57
O  1.77  -3.47  -2.68  -0.40
O  -3.26  -5.05  -4.65  -0.30
O  3.23  1.45  -2.79  -0.33
O  3.50  2.99  1.35  -0.47
O  -8.85  5.36  1.63  -0.31
O  5.67  1.19  -2.49  -0.36
O  -3.18  3.34  5.55  -0.29
O  1.33  3.62  2.22  -0.18
O  4.90  -3.90  -7.87  -0.54
O  4.63  0.42  -4.50  -0.28
O  -6.50  -1.28  6.44  -0.54
O  7.13  -4.44  -6.93  -0.53
O  -7.98  4.26  3.57  -0.29
O  -10.29  5.06  3.60  -0.53
O  -4.79  -0.50  8.04  -0.30
O  -2.16  3.31  3.38  -0.25
O  -4.99  -3.42  -4.02  -0.55
O  5.40  -3.48  -5.49  -0.30
O  1.87  7.30  -2.09  -0.32
O  -4.23  -0.73  5.67  -0.50
O  -4.63  -2.70  7.10  -0.32
N  0.43  -1.42  -1.19  0.54
N  4.25  -2.87  -1.03  -0.38
N  0.20  -4.72  -1.49  -0.57
C  -7.59  5.94  2.01  -0.32
C  1.00  4.93  2.73  -0.21
C  2.78  6.23  -2.38  -0.37
C  0.59  -0.21  -0.35  -0.59
C  6.06  -0.16  -2.76  0.24
C  0.89  -2.56  -3.28  -0.75
C  -3.05  -6.35  -4.08  -0.22
C  1.01  -2.63  -0.46  -1.20
C  -3.02  1.98  5.09  -0.24
C  2.32  5.66  2.74  -0.20
C  -3.85  -2.62  8.30  -0.31
C  1.39  -3.84  -1.36  1.51
C  1.90  5.00  -2.45  0.05
C  1.73  0.49  -0.29  -0.54
C  -1.91  2.07  4.07  -0.28
C  -6.91  4.85  2.81  -0.11
C  2.53  -4.67  -0.80  -1.28
C  -4.47  -1.46  9.06  -0.31
C  3.68  -3.92  -0.15  -1.06
C  4.82  -5.65  -4.87  -0.36
C  5.84  -0.32  -4.25  -0.12
C  -4.13  -6.48  -3.03  -0.32
C  4.47  -4.19  -4.66  0.10
C  1.03  -1.25  -2.53  -0.38
H  2.59  6.01  1.75  0.14
H  4.47  -4.64  0.05  0.48
H  0.23  -2.97  0.21  0.30
H  -0.14  -2.89  -3.28  0.24
H  4.46  -2.06  -0.47  0.26
H  1.81  -2.25  0.17  0.41
H  2.45  4.08  -2.27  -0.03
H  -0.58  -1.52  -1.30  0.45
H  1.17  -2.39  -4.31  0.54
H  -7.78  6.83  2.62  0.32
H  1.37  4.94  -3.40  0.27
H  3.30  6.43  -3.32  0.33
H  2.15  -5.39  -0.07  0.46
H  3.46  -3.96  -5.00  0.10
H  7.10  -0.32  -2.47  0.41
H  -7.03  6.22  1.12  0.30
H  2.09  -1.04  -2.44  0.07
H  -3.79  -1.02  9.78  0.31
H  -2.78  1.34  5.93  0.28
H  1.80  1.50  0.07  0.37
H  -3.11  -7.11  -4.85  0.32
H  -3.90  -3.56  8.84  0.32
H  5.70  -1.35  -4.55  0.00
H  3.38  -3.51  0.81  0.39
H  5.70  -5.94  -4.30  0.36
H  0.26  5.41  2.09  0.37
H  4.00  -6.32  -4.64  0.32
H  4.59  -3.88  -3.62  0.09
H  0.10  -5.21  -0.60  0.34
H  -0.62  -4.13  -1.55  0.23
H  -5.10  -6.73  -3.47  0.29
H  -2.05  -6.37  -3.63  0.20
H  -3.95  1.65  4.64  0.27
H  5.42  -0.83  -2.19  -0.22
H  -5.39  -1.76  9.56  0.29
H  -3.89  -7.20  -2.26  0.31
H  -2.81  -2.41  8.03  0.27
H  -1.92  1.25  3.36  0.30
H  2.91  -5.27  -1.63  0.29
H  -6.48  4.09  2.16  0.16
H  3.51  6.16  -1.57  0.31
H  0.59  4.82  3.74  0.15
H  -6.15  5.24  3.48  0.25
H  2.65  0.05  -0.64  -0.02
H  -0.27  0.08  0.23  0.53
H  0.58  -0.41  -3.05  0.64
H  2.33  6.50  3.44  0.35
H  3.56  -2.56  -1.71  0.05
H  6.65  0.13  -4.83  0.32
H  -0.92  2.13  4.54  0.26